DFT (ωB97M-V/def2-TZVPD) results for C6H12O in the gas phase.

Properties
multiplicity: 1
total charge: 0
frontier orbital gap: 10.78 eV
SMILES: CCC(C=O)CC
max |F|: 0.494 eV/Å
energy above the lowest of the compared OMol25 structures with the same formula, charge and spin: 10.5 kcal per mole
HOMO level: -9.686 eV
total energy: -8463.898 eV

Atoms and positions in Å:
C1 -2.467102 -0.657016 0.317474
C2 -1.052640 -0.937115 -0.191820
C3 0.012963 0.090151 0.230862
C4 1.407379 -0.359092 -0.219647
C5 2.536273 0.578761 0.212472
C6 -0.344874 1.405768 -0.402235
O1 -0.965765 2.294038 0.131316
H1 -3.224737 -0.958617 -0.407026
H2 -2.667859 -1.210086 1.234275
H3 -2.632152 0.398716 0.533139
H4 -0.724048 -1.916325 0.154065
H5 -1.046925 -0.989410 -1.287348
H6 -0.008855 0.230438 1.317614
H7 1.409063 -0.452803 -1.315235
H8 1.595317 -1.367538 0.168709
H9 3.501325 0.246275 -0.187855
H10 2.622222 0.623138 1.304491
H11 2.367483 1.602400 -0.144210
H12 -0.056475 1.498361 -1.472231

Atomic forces in eV per Å
-0.13 0.00 0.08
-0.02 0.08 -0.21
0.20 -0.06 0.20
0.09 -0.04 -0.05
0.01 0.05 0.02
-0.39 0.30 0.06
0.32 -0.28 -0.13
0.06 -0.04 0.00
0.03 0.04 0.08
0.06 0.02 -0.05
0.06 -0.09 -0.02
-0.01 0.01 0.05
-0.05 -0.04 -0.06
-0.02 0.01 0.13
-0.05 0.13 -0.04
-0.19 0.05 0.09
-0.04 -0.01 -0.16
0.02 -0.15 0.04
0.05 0.00 -0.01